The following is a DFT calculation (ωB97M-V with the def2-TZVPD basis set) of 2 unconnected molecules or ions with the total composition C2HO2S2 at a distorted geometry.

Values from the calculation:
- HOMO energy: -2.52 eV
- Energy above the lowest of the compared OMol25 structures with the same formula, charge and spin: 124.1 kJ/mol
- LUMO energy: 3.59 eV
- Charge: -1
- HOMO-LUMO gap: 6.1 eV
- 2S+1: 1

Structure (XYZ):
```
7
Properties=species:S:1:pos:R:3:mulliken_charge:R:1
C 2.006 0.488 -0.294 0.5464
C -0.549 -0.252 0.155 -0.2766
O 2.174 0.627 0.804 -0.2713
O 2.160 0.400 -1.407 -0.3356
S -0.639 -1.888 0.126 -0.4537
S -1.995 0.785 0.201 -0.2742
H -3.158 -0.160 0.415 0.0651
```